# 1
DFT (ωB97M-V with the def2-TZVPD basis set) results for C4H7P3 as an isolated structure at a distorted geometry.

Calculated values
HOMO-LUMO gap: 0.3232 Eh
LUMO: 0.04 eV
ΔE to the lowest compared entry with this formula, charge and spin: 67.4 kcal/mol
Charge: 0

Geometry as XYZ:
```
14
Properties=species:S:1:pos:R:3:forces:R:3:lowdin_charge:R:1
C 1.481430 1.512960 -0.226733 -2.82 -1.40 -0.76 -0.512
C 0.235570 -0.056298 0.094522 3.58 3.18 -1.41 -0.558
C -2.208166 -0.692866 0.422056 -2.10 0.66 0.36 -0.130
C -1.162086 0.359156 0.077797 -0.07 -3.37 0.89 -0.375
P 3.102827 1.180122 -0.220019 -0.50 0.32 0.01 0.492
P 1.041759 -1.502217 -0.002641 -1.34 -0.47 0.01 0.560
P 3.057960 -0.945888 0.306454 2.07 0.28 -0.91 0.203
H 0.998886 2.476923 -0.708142 0.89 -1.98 1.49 0.034
H -1.969380 -1.405568 1.237820 -0.34 1.13 0.22 0.075
H -2.379157 -1.373702 -0.368182 0.02 -0.65 -1.33 0.038
H -3.244416 -0.090162 0.461364 2.15 -1.63 0.65 0.125
H -1.357992 1.117789 0.715616 0.00 2.71 2.21 0.069
H -1.451384 0.702078 -0.840145 -0.29 1.11 -2.77 0.084
H 3.854144 -1.282326 -0.949768 -1.23 0.11 1.33 -0.105
```
Positions in Å, forces in eV/Å.

# 2
DFT (ωB97M-V with the def2-TZVPD basis set) results for C59H70CrGe2N6O2S5 as an isolated structure at a distorted geometry.

Calculated values
HOMO-LUMO gap (alpha / beta): 0.2726 / 0.2392 Eh
LUMO (alpha / beta): -1.88 / -3.46 eV
ΔE to the lowest compared entry with this formula, charge and spin: 33.6 kcal/mol
⟨S²⟩: 8.767
Charge: +1
Multiplicity: 6

Geometry as XYZ:
```
145
Properties=species:S:1:pos:R:3:forces:R:3:lowdin_spin:R:1
Cr -0.890000 -0.553000 -1.210700 0.31 -0.91 1.18 3.733
C -2.684500 3.198400 4.166700 0.43 -0.05 0.24 0.000
C -2.036300 3.828900 2.944900 -0.05 -0.33 -0.43 0.000
S -1.576000 2.625300 1.637500 0.02 0.44 0.26 0.002
C 0.244900 2.731000 1.656900 -0.51 -0.16 0.10 0.001
C 0.869800 1.999000 2.826900 0.10 -0.35 -0.04 0.001
S 0.376200 0.240000 2.828600 0.16 0.28 0.63 0.044
C -0.196300 0.038300 4.554500 0.11 0.15 -0.55 0.007
C -1.560200 0.646600 4.817300 -0.10 0.29 0.30 0.002
S -1.500900 2.411100 5.317400 -0.27 -0.12 -0.12 0.000
H -3.426900 2.452700 3.882900 -0.11 0.08 0.04 0.000
H -3.166100 3.981200 4.755700 -0.10 -0.08 -0.03 0.000
H -1.132700 4.368100 3.222400 -0.02 0.12 0.02 0.000
H -2.736500 4.521200 2.472700 0.03 0.06 0.04 0.000
H 0.518900 3.788100 1.670700 0.06 -0.06 -0.12 0.000
H 0.552000 2.289400 0.707200 0.10 0.13 0.03 0.001
H 0.549700 2.420000 3.777900 0.09 0.06 -0.07 0.000
H 1.957400 2.048900 2.756100 0.07 0.05 0.02 0.000
H 0.555800 0.447800 5.226100 0.08 -0.08 0.13 0.000
H -0.234100 -1.042000 4.693100 -0.01 -0.03 0.07 0.000
H -2.041600 0.108400 5.634500 -0.05 -0.02 -0.05 0.000
H -2.179300 0.586600 3.927300 -0.08 -0.07 0.01 0.000
S -1.195200 0.605400 -5.502300 0.21 -0.27 0.65 0.013
C -1.590200 -0.050400 -3.956600 0.48 0.10 -0.38 0.027
N -0.589600 -0.283100 -3.149700 -0.39 0.26 -1.65 0.008
C 0.607400 0.025000 -3.745900 0.64 0.34 -0.87 0.009
C 1.872800 -0.128200 -3.181600 -0.03 0.05 -0.02 0.006
C 2.971000 0.265900 -3.915800 -0.07 -0.17 0.23 0.002
C 2.836600 0.808200 -5.194400 -0.17 0.08 -0.18 -0.002
C 1.592300 0.963800 -5.771800 0.18 -0.01 -0.03 0.001
C 0.485600 0.555100 -5.044500 -0.34 -0.20 0.32 0.000
H -2.616500 -0.238800 -3.698000 -0.23 0.02 0.17 0.003
H 1.975100 -0.515900 -2.175400 0.08 0.02 0.04 0.010
H 3.954500 0.157200 -3.488100 0.13 -0.01 0.06 0.000
H 3.716600 1.112300 -5.739500 0.07 0.04 -0.04 0.000
H 1.472700 1.392400 -6.754200 0.07 0.02 -0.12 0.000
O 0.422300 2.025100 -1.542100 0.40 0.19 -0.03 0.026
C -0.786300 2.207900 -1.557300 0.54 0.22 0.01 0.011
N -1.450200 3.334500 -1.884800 -0.22 0.31 -0.14 0.004
C -2.886100 3.125400 -1.861500 -0.15 0.23 -0.13 0.000
C -2.924000 1.679000 -1.333500 -0.11 -0.31 0.32 0.012
O -3.908600 0.993500 -1.094200 -0.45 0.19 -0.01 0.016
N -1.673000 1.223200 -1.229200 -0.43 0.74 0.08 0.012
C -3.608200 4.151000 -1.008400 -0.08 -0.02 0.22 0.000
C -4.647400 3.785700 -0.164600 0.01 -0.03 0.02 0.000
C -5.301100 4.743400 0.592800 -0.06 0.07 0.03 0.000
C -4.930700 6.074400 0.509300 -0.06 0.05 0.07 0.000
C -3.899800 6.445500 -0.336700 0.03 0.07 -0.06 0.000
C -3.247500 5.490700 -1.096100 -0.03 -0.15 0.03 0.000
C -3.475700 3.122400 -3.272000 0.08 -0.08 -0.18 0.000
C -2.844300 3.809700 -4.301000 -0.03 -0.02 0.08 0.000
C -3.355300 3.775800 -5.586800 0.00 0.09 -0.06 0.000
C -4.506500 3.058900 -5.859900 -0.01 -0.01 -0.10 0.000
C -5.147300 2.382500 -4.835700 -0.05 -0.01 -0.03 0.000
C -4.642400 2.419500 -3.547600 -0.05 -0.01 0.00 0.000
H -0.992300 4.203200 -2.098000 0.05 -0.13 0.08 0.000
H -4.945700 2.751600 -0.099300 -0.01 -0.10 0.00 0.000
H -6.110400 4.448400 1.245100 -0.06 -0.03 0.05 0.000
H -5.449300 6.822800 1.089500 -0.03 0.05 0.07 0.000
H -3.608100 7.482400 -0.415500 0.02 0.08 0.00 0.000
H -2.460900 5.802700 -1.766400 0.12 0.06 -0.09 0.000
H -1.946000 4.376600 -4.111200 0.13 0.00 0.00 0.000
H -2.847800 4.310500 -6.376100 0.02 0.06 -0.07 0.000
H -4.904400 3.034800 -6.862900 -0.04 -0.02 -0.10 0.000
H -6.046700 1.820200 -5.038200 -0.10 -0.03 -0.02 0.000
H -5.146500 1.883100 -2.758500 -0.03 0.00 0.06 0.000
C -2.407700 -4.369500 -3.545200 0.30 0.13 0.18 0.001
C -1.049100 -4.137500 -2.880200 0.16 -0.19 -0.09 0.006
C -0.692300 -5.328800 -1.981600 -0.06 0.22 -0.20 0.001
C 0.020500 -3.900100 -3.949300 -0.24 0.00 0.19 0.000
N -1.210300 -2.897200 -2.098600 -0.60 -0.36 -0.04 0.037
N -0.096000 -2.478000 -1.301400 0.57 -0.78 0.06 0.024
H -2.358900 -5.227300 -4.207800 -0.01 -0.14 -0.06 0.000
H -2.695500 -3.497700 -4.127100 -0.04 0.10 -0.07 0.000
H -3.170800 -4.555600 -2.792400 -0.17 -0.03 0.10 0.000
H -0.731200 -6.251000 -2.555200 0.00 -0.14 -0.01 0.000
H -1.403000 -5.401100 -1.155900 -0.05 -0.07 0.05 0.000
H 0.314800 -5.243200 -1.577300 0.10 0.01 0.06 0.000
H 0.057700 -4.752000 -4.622700 0.08 -0.09 -0.07 0.000
H 1.016500 -3.768100 -3.525000 0.10 -0.04 0.02 0.000
H -0.229500 -3.010700 -4.525100 0.00 0.07 -0.09 0.000
H -2.008600 -3.011700 -1.474600 0.13 0.00 -0.03 0.003
H 0.749900 -2.579100 -1.870500 -0.20 0.14 0.14 0.006
H 0.050100 -3.067400 -0.467100 -0.07 0.24 -0.39 0.008
N -1.567300 -0.899200 0.653500 -0.29 -0.15 0.22 0.036
S -2.077800 -2.224700 1.365700 -1.36 0.06 0.05 0.014
C -3.146100 -1.716700 2.735000 0.53 -0.06 0.09 -0.001
C -4.099900 -0.729900 2.550700 -0.01 0.08 -0.05 0.000
C -4.959200 -0.432600 3.594700 0.05 0.01 -0.11 0.000
C -4.861900 -1.113000 4.798700 0.11 -0.08 0.11 0.000
C -3.896600 -2.092100 4.971500 -0.09 -0.01 -0.01 0.000
C -3.028400 -2.396600 3.934700 0.15 -0.03 -0.15 0.000
C -3.529400 -2.903600 0.441600 0.53 0.04 -0.02 0.008
C -4.187500 -2.160000 -0.520600 0.18 0.08 0.08 0.004
C -5.275200 -2.726400 -1.167500 0.02 -0.05 0.00 0.001
C -5.683900 -4.012600 -0.854000 -0.09 -0.01 -0.05 0.000
C -5.007300 -4.751700 0.104100 0.07 0.01 0.00 0.001
C -3.917900 -4.196500 0.752800 0.08 0.03 0.02 0.001
H -1.946100 -0.050100 1.062000 -0.19 0.05 0.09 0.006
H -4.177300 -0.201700 1.612000 -0.04 0.08 -0.18 0.000
H -5.717500 0.321900 3.460300 -0.08 0.13 -0.02 0.000
H -5.532900 -0.874900 5.608900 -0.10 0.02 0.07 0.000
H -3.824200 -2.629100 5.905200 0.03 -0.01 0.09 0.000
H -2.263900 -3.151700 4.044700 0.07 -0.09 0.07 0.000
H -3.874300 -1.150300 -0.755700 0.04 0.16 0.01 0.003
H -5.799800 -2.155100 -1.916800 -0.09 0.07 -0.08 0.000
H -6.536800 -4.441900 -1.354400 -0.10 -0.06 -0.09 0.000
H -5.319100 -5.756900 0.342600 -0.05 -0.08 0.02 0.000
H -3.384600 -4.755100 1.506000 0.11 -0.14 0.15 0.000
C 3.646200 0.065200 4.465000 0.05 -0.32 -0.60 0.009
Ge 4.274900 -0.650600 2.690200 0.20 0.30 0.17 0.075
C 5.680100 -2.014100 3.133400 -0.59 0.31 -0.30 0.031
C 5.220700 0.887700 1.817000 -0.39 -0.56 0.15 0.002
Ge 2.437700 -1.689000 1.152900 1.27 -1.00 0.83 0.482
C 3.521500 -2.789800 -0.176200 -0.44 0.58 0.13 0.092
C 3.043800 -3.870300 -0.913300 -0.28 0.00 0.13 0.020
C 3.823800 -4.512500 -1.859200 0.02 -0.16 -0.08 -0.001
C 5.129400 -4.102700 -2.075600 0.01 0.05 -0.03 0.021
C 5.630500 -3.033300 -1.351000 0.12 -0.05 -0.07 0.000
C 4.825700 -2.377400 -0.437700 -0.11 0.27 0.18 0.026
C 1.504800 -3.076000 2.305000 -0.06 0.63 -0.40 0.069
C 1.515900 -2.877000 3.683800 0.18 0.15 0.00 0.021
C 0.768000 -3.660800 4.542900 -0.07 -0.07 0.17 0.000
C -0.021400 -4.684000 4.043000 -0.01 -0.07 0.01 0.015
C -0.021000 -4.928700 2.680700 -0.09 -0.17 0.06 -0.002
C 0.721700 -4.125500 1.833200 0.19 -0.05 -0.23 0.016
H 4.277500 0.901900 4.754500 0.16 0.04 -0.05 0.001
H 3.725900 -0.705500 5.228100 0.03 -0.10 0.05 0.000
H 2.620600 0.413200 4.432600 -0.12 0.02 -0.08 0.000
H 6.520100 -1.499700 3.592600 0.06 0.14 0.08 0.004
H 6.033500 -2.532100 2.247800 0.02 -0.06 -0.12 0.000
H 5.296200 -2.750000 3.833700 -0.09 -0.07 0.07 0.000
H 5.913200 1.307100 2.543300 0.06 0.00 0.11 0.001
H 4.535400 1.669900 1.504200 -0.14 0.06 -0.02 0.000
H 5.790600 0.568300 0.950000 0.07 -0.05 -0.12 0.000
H 2.043100 -4.238600 -0.733700 -0.05 -0.08 -0.04 0.001
H 3.414500 -5.341900 -2.422300 0.00 -0.04 0.01 0.000
H 5.747200 -4.602900 -2.806700 0.04 -0.05 -0.03 0.001
H 6.650200 -2.707400 -1.495700 0.07 0.04 -0.06 0.000
H 5.213300 -1.517000 0.091000 0.16 0.05 0.01 0.001
H 2.131500 -2.090600 4.095600 -0.02 0.16 0.09 0.003
H 0.794000 -3.473700 5.607600 0.04 0.02 0.08 0.000
H -0.617600 -5.290800 4.710200 0.00 -0.08 0.04 0.001
H -0.598100 -5.750900 2.277500 -0.04 -0.02 -0.04 0.000
H 0.698100 -4.362700 0.778500 -0.01 -0.07 -0.11 0.001
```
Positions in Å, forces in eV/Å.

# 3
DFT (ωB97M-V with the def2-TZVPD basis set) results for a 3-piece molecular cluster, C28H36BrF6N2O4PS2 overall at a distorted geometry.

Calculated values
HOMO-LUMO gap: 0.3019 Eh
LUMO: 0.38 eV
SMILES string: CCNc1cc2c(cc1S)Sc1c(C[C@@H](C)Br)cc(P(C)CC)cc1N2.CCOC(=O)C(F)(F)F.CCOC(=O)C(F)(F)F
Charge: 0

Geometry as XYZ:
```
80
Properties=species:S:1:pos:R:3:forces:R:3:lowdin_charge:R:1
C 2.124785 4.001213 -6.196403 0.12 0.79 -0.79 -0.093
C 1.645231 4.937792 -5.018831 0.39 0.81 -0.53 -0.271
N 2.081929 4.523003 -3.661517 -0.65 -1.06 -0.43 -0.027
C 1.948270 3.127643 -3.416741 0.68 -2.34 0.73 -0.282
C 3.166204 2.356908 -3.094165 -1.36 -0.70 -0.05 0.034
C 3.146519 0.932365 -2.813141 -1.87 1.91 -0.75 -0.228
C 1.846955 0.231836 -2.903886 1.14 1.09 0.30 -0.422
C 0.624975 0.934525 -3.219343 2.72 0.99 0.36 -0.090
C 0.690425 2.387686 -3.451644 0.37 -0.99 0.60 -0.496
S -0.889235 3.228454 -3.787391 0.06 -0.09 0.29 0.744
S 1.928721 -1.560286 -2.548142 0.27 0.83 0.43 0.964
C 3.104309 -1.553911 -1.145420 0.91 0.87 0.18 -0.354
C 2.943746 -2.432604 -0.002449 1.13 1.12 -0.55 -0.221
C 1.755403 -3.460695 0.040678 0.80 0.29 1.34 -0.203
C 0.964140 -3.171409 1.388117 1.22 0.84 -0.35 -0.739
C 0.640720 -1.645578 1.579437 -0.48 -0.27 0.29 -0.133
Br -0.645970 -4.303422 1.549832 0.51 0.33 -0.15 0.619
C 3.913798 -2.330516 1.095707 0.26 1.04 -1.37 -0.061
C 5.003654 -1.369467 1.035507 -0.44 0.40 -2.64 -0.364
P 6.255934 -1.123561 2.400507 -0.73 -0.18 1.50 0.908
C 7.914907 -1.884455 1.958874 -0.40 0.57 -1.12 -0.317
C 6.565221 0.747839 2.502673 0.22 0.27 -0.44 -0.439
C 6.048211 1.383304 3.848582 0.12 0.67 -0.53 -0.189
C 5.147789 -0.521936 -0.172620 -1.53 -0.87 -0.37 -0.037
C 4.213769 -0.584573 -1.286869 0.04 -1.66 2.43 -0.215
N 4.364033 0.254185 -2.459143 -1.54 -0.58 1.26 0.062
H 2.513918 4.684110 -7.008770 -0.41 -0.73 0.72 0.070
H 1.294750 3.420869 -6.684205 0.85 0.28 0.78 0.076
H 2.996899 3.347311 -5.925357 -1.04 0.45 -0.07 0.075
H 2.105733 5.952078 -5.197294 -0.48 -0.97 0.33 0.113
H 0.540097 5.107715 -5.029030 0.96 -0.35 -0.01 0.062
H 3.017038 4.862734 -3.442911 -0.34 -0.34 -0.17 0.110
H 4.135593 2.921375 -3.070208 -0.95 -0.66 0.02 0.113
H -0.316526 0.349629 -3.241596 0.66 0.78 -0.05 0.106
H -1.640529 3.110303 -2.630174 1.00 -0.23 -0.53 -0.129
H 2.228900 -4.476443 0.158088 -0.70 0.84 -0.44 0.123
H 1.105924 -3.405701 -0.863598 0.56 -0.02 0.80 0.074
H 1.663135 -3.474841 2.214279 -1.06 0.09 -0.63 0.079
H 1.547079 -1.129889 1.990173 -0.81 -0.42 -0.45 0.081
H 0.317209 -1.131673 0.637654 0.34 -0.60 0.68 0.085
H -0.193986 -1.542341 2.318698 0.77 -0.02 -0.56 0.065
H 3.781885 -2.989672 1.986920 0.30 0.69 -0.82 0.105
H 8.674073 -1.514460 2.696636 -0.76 -0.45 -0.64 0.041
H 8.183699 -1.556066 0.920784 0.18 -0.44 0.85 0.034
H 7.800298 -2.993466 1.985085 0.23 0.90 0.07 0.033
H 6.072541 1.305052 1.657348 0.45 -0.70 0.72 0.060
H 7.670910 0.905728 2.380247 -0.93 -0.05 0.16 0.072
H 5.049378 0.961928 4.123005 0.94 0.28 -0.03 0.061
H 5.912028 2.488459 3.660158 0.05 -1.07 0.26 0.069
H 6.787486 1.317990 4.689046 -0.79 -0.34 -0.72 0.068
H 5.974721 0.228965 -0.263419 -0.73 -0.87 0.29 0.098
H 5.143504 0.895832 -2.321392 -0.35 -0.13 -0.18 0.121
C -6.415932 2.605176 -2.182977 0.23 -0.22 -0.17 -0.059
C -6.261814 2.576675 -0.676132 -0.41 0.57 -0.32 -0.198
O -5.690978 1.329404 -0.244062 0.53 -0.43 0.29 0.032
C -4.362043 1.228596 -0.340119 -0.78 1.03 -0.24 -0.381
O -3.637259 2.087911 -0.754075 0.26 -0.48 0.13 0.158
C -3.890865 -0.124650 0.196905 0.58 -1.54 0.34 -0.516
F -4.645997 -1.144344 -0.249715 -0.06 0.49 -0.06 0.160
F -3.938571 -0.168819 1.543157 -0.03 0.58 -0.36 0.146
F -2.629083 -0.403212 -0.154314 -0.32 0.52 -0.07 0.162
H -6.991898 1.743291 -2.525606 -0.09 0.09 0.08 0.085
H -6.921902 3.518021 -2.500080 0.01 -0.04 0.07 0.084
H -5.445128 2.558604 -2.679502 -0.02 0.11 0.06 0.076
H -7.241928 2.648415 -0.204427 0.12 -0.29 0.12 0.126
H -5.667899 3.418282 -0.315599 0.17 -0.20 -0.02 0.126
C -5.092275 -2.766027 2.627174 -0.35 0.03 -0.10 -0.062
C -5.425334 -3.397444 3.963115 0.70 -0.16 -0.35 -0.192
O -6.654210 -2.865138 4.488261 -0.71 -0.01 0.23 0.029
C -7.779700 -3.399223 4.002707 1.30 -0.37 -0.28 -0.386
O -7.825274 -4.267854 3.179242 -0.53 0.24 0.23 0.170
C -8.998726 -2.773732 4.683694 -1.27 0.69 0.54 -0.525
F -8.903558 -1.433980 4.769175 0.27 -0.32 -0.16 0.156
F -9.151756 -3.233414 5.940196 0.35 -0.12 -0.30 0.159
F -10.137802 -3.038602 4.031108 0.54 -0.17 -0.07 0.163
H -5.072423 -1.681213 2.711984 0.07 -0.11 0.13 0.066
H -4.121016 -3.111599 2.269255 -0.02 0.02 0.07 0.078
H -5.844639 -3.013672 1.876030 0.07 -0.11 0.03 0.083
H -4.647922 -3.155763 4.688230 -0.28 0.13 0.14 0.127
H -5.474264 -4.485556 3.893998 -0.26 0.08 -0.01 0.126
```
Positions in Å, forces in eV/Å.

So what do the calculations give for energy? Going down the list: -1180.51441 -9958.36179 -5809.90001 hartree.
So what do the calculations give for molecular weight? Going down the list: 148.02 1252.80 753.61 g/mol.